C4H11NO | the ωB97M-V functional and the def2-TZVPD basis

E   -289.01008 hartree
SMILES string   CC(N)=O.CC

Last column: Löwdin charge in e.
Positions of all 17 atoms, in Å:
C 0.0448 1.2328 1.3847  -0.008
C -1.1770 0.6148 0.7618  -0.607
O -2.0949 1.2231 0.2528  0.043
N -1.2061 -0.7463 0.8268  0.132
H 0.8339 1.4041 0.6498  0.074
H 0.4317 0.5914 2.1708  0.073
H -1.9697 -1.2584 0.4239  0.111
H -0.4644 -1.2470 1.2803  0.094
H -0.1833 2.1826 1.8649  0.085
C 1.1416 -0.7039 -1.5863  -0.165
C 2.5383 -1.2444 -1.3056  -0.166
H 0.8262 -0.8808 -2.6170  0.068
H 0.3678 -1.1035 -0.9313  0.033
H 1.1197 0.3805 -1.4296  0.057
H 3.1047 -0.6882 -0.5550  0.059
H 3.1669 -1.2428 -2.1900  0.057
H 2.5139 -2.2836 -0.9786  0.058


C3H4N2O3 | the ωB97M-V functional and the def2-TZVPD basis

E   -451.78903 hartree
SMILES string   C=NO/C=N\OC=O

Last column: Löwdin charge in e.
Positions of all 12 atoms, in Å:
C -2.6466 -0.7447 -0.0664  0.022
C 0.0356 1.4476 -0.1141  -0.177
C 2.6911 -0.7207 0.0044  -0.327
H -2.9438 -1.8156 -0.1345  0.092
H -3.3585 0.0547 0.0603  0.075
H -0.0942 2.5129 -0.0414  0.131
H 2.7035 -1.8022 -0.0435  0.131
N -1.3895 -0.4808 0.1193  0.006
N 1.2401 1.0140 -0.1645  0.124
O -1.1638 0.9116 0.2606  -0.085
O 1.3460 -0.4590 -0.0587  -0.060
O 3.5801 0.0821 0.1786  0.068


C2H7O3P | the ωB97M-V functional and the def2-TZVPD basis

E   -647.43893 hartree
SMILES string   C=P(O)(O)OC

Last column: Löwdin charge in e.
Positions of all 13 atoms, in Å:
C -0.8748 1.7258 -0.5518  -0.214
C 1.5531 -1.0004 0.1929  -0.173
O -1.9132 -0.6004 -0.8532  -0.145
O -0.8023 -0.4421 1.5598  -0.191
O 0.3406 -1.1785 -0.5187  -0.260
P -0.6721 0.0498 -0.1305  0.626
H -0.2425 2.3619 0.1455  -0.006
H -0.5832 1.9182 -1.5534  -0.037
H 2.4212 -1.6139 -0.3725  0.145
H 1.5202 -1.3497 1.1545  0.038
H 1.9334 -0.0417 0.3675  0.053
H -2.2071 -0.1065 -1.6114  0.073
H -0.4732 0.2775 2.1713  0.091


C29H86F3N8O13S | the ωB97M-V functional and the def2-TZVPD basis

E   -3270.18905 hartree
Total charge   +1

Last column: Löwdin charge in e.
Positions of all 140 atoms, in Å:
N 4.1226 -2.2675 -0.7093  0.253
H 3.8187 -3.2891 -0.6749  0.078
H 3.2565 -1.6809 -0.6812  0.064
H 4.5525 -2.1786 -1.6287  0.133
H 4.8207 -2.0314 0.0376  0.100
N 1.2574 2.9078 -2.7953  0.290
H 0.8543 3.8171 -3.0129  0.144
H 2.2759 2.9084 -2.8400  0.146
H 0.8998 2.1898 -3.4384  0.112
H 0.9862 2.5820 -1.8240  0.068
C -0.6396 -0.2654 -0.6105  -0.644
F -1.5780 -0.3199 0.3263  0.141
F -0.4557 -1.5027 -1.0917  0.115
F -1.0266 0.5141 -1.6130  0.124
S 0.9691 0.3584 0.0824  0.533
O 1.9186 -0.6268 -0.4057  -0.326
O 1.1027 1.6962 -0.4716  -0.327
O 0.8385 0.3593 1.5104  -0.285
C -0.1530 1.3338 6.0516  -0.252
C 0.0281 1.1809 4.5686  -0.263
O 1.3013 0.6655 4.2366  -0.078
O -1.4770 1.7483 6.3225  -0.062
H 0.5848 1.9690 6.5504  0.124
H -0.0397 0.3539 6.5266  0.125
H -0.1161 2.1565 4.0709  0.117
H -0.7774 0.5427 4.1902  0.100
H 1.3224 0.5284 3.2813  0.013
H -1.6084 2.6289 5.9564  0.087
C -2.0921 -1.9167 4.3077  -0.253
C -3.0155 -1.7261 3.1072  -0.232
O -4.3513 -1.7327 3.6215  -0.072
O -2.1245 -3.2651 4.7135  -0.053
H -2.4956 -1.2410 5.0736  0.124
H -1.0711 -1.5868 4.1217  0.084
H -2.9751 -2.4824 2.3284  0.114
H -2.8339 -0.7648 2.6025  0.107
H -4.4364 -1.0153 4.2565  0.084
H -2.9870 -3.4483 5.0985  0.095
C -4.1730 0.9811 -1.4665  -0.055
C -5.1464 0.6464 -2.5902  -0.434
C -4.6895 -0.5323 -3.4419  -0.188
O -3.3645 -0.3462 -3.9401  -0.233
C -3.0335 -1.2760 -4.9427  -0.107
N -6.4668 0.3592 -2.0409  0.044
H -3.8641 0.1084 -0.8889  0.080
H -4.7043 1.6662 -0.8022  0.081
H -3.2941 1.5040 -1.8366  0.043
H -5.2196 1.5322 -3.2266  0.122
H -5.4028 -0.7086 -4.2541  0.127
H -4.6487 -1.4293 -2.8031  0.134
H -3.7760 -1.3388 -5.7477  0.093
H -2.9716 -2.2984 -4.5311  0.084
H -2.0569 -1.0195 -5.3480  0.085
H -6.4725 -0.5233 -1.5386  0.079
H -7.1571 0.2622 -2.7781  0.075
C 0.2018 -2.9256 1.7931  -0.054
C 1.3208 -3.6523 2.5225  -0.414
C 1.2039 -3.5836 4.0380  -0.190
O 2.2551 -4.2751 4.6806  -0.177
C 3.4926 -3.6141 4.6104  -0.113
N 1.3917 -5.0410 1.9901  0.044
H 0.4514 -2.8079 0.7383  0.050
H -0.0165 -1.9516 2.2322  0.061
H -0.7578 -3.4561 1.7920  0.091
H 2.2592 -3.1942 2.1767  0.119
H 0.2741 -4.0541 4.3599  0.126
H 1.2180 -2.5253 4.3415  0.124
H 3.3865 -2.5284 4.7202  0.089
H 3.9884 -3.7724 3.6347  0.080
H 4.1332 -4.0564 5.3677  0.091
H 0.5583 -5.5499 2.2913  0.091
H 2.1136 -5.5074 2.5467  0.080
C -2.3347 3.2938 0.6133  -0.057
C -1.9007 4.6973 0.9882  -0.407
C -0.3866 4.8467 1.0218  -0.229
O 0.0910 4.4537 2.2784  -0.186
C 1.5063 4.2371 2.2695  -0.081
N -2.4989 5.6687 0.0328  0.037
H -1.7573 2.5170 1.1225  0.079
H -2.2603 3.0339 -0.4483  0.060
H -3.3938 3.1857 0.8631  0.081
H -2.2811 4.8731 2.0004  0.140
H -0.1060 5.9010 0.8432  0.126
H 0.0774 4.2526 0.2170  0.111
H 1.8956 5.2593 2.1189  0.092
H 1.8196 3.6411 1.4054  0.070
H 1.8261 3.7992 3.2070  0.090
H -3.4603 5.7471 0.3538  0.079
H -2.0898 6.5916 0.1324  0.068
C -1.8369 2.1534 -6.5764  -0.060
C -1.7352 2.7844 -5.2078  -0.425
C -3.0127 3.5014 -4.7978  -0.219
O -2.8800 3.8546 -3.4496  -0.215
C -4.0348 4.4655 -2.8921  -0.082
N -1.3194 1.7705 -4.2071  0.047
H -2.6711 1.4445 -6.6029  0.077
H -0.9285 1.5825 -6.7730  0.078
H -1.9845 2.8612 -7.3917  0.083
H -0.9334 3.5342 -5.2139  0.129
H -3.9063 2.8983 -5.0126  0.130
H -3.0988 4.4131 -5.4138  0.136
H -4.2670 5.3674 -3.4719  0.094
H -3.7440 4.7397 -1.8837  0.055
H -4.9089 3.8086 -2.9061  0.083
H -2.1051 1.1403 -3.9973  0.046
H -1.2980 2.3262 -3.3488  0.037
C 2.8511 -5.5435 -3.0712  -0.047
C 2.0545 -4.7696 -2.0418  -0.414
C 0.6684 -5.3866 -1.8270  -0.210
O -0.0687 -5.5186 -3.0113  -0.172
C -0.7054 -4.3340 -3.4099  -0.112
N 2.7870 -4.7478 -0.7398  0.017
H 3.7915 -5.0459 -3.3124  0.074
H 2.2890 -5.6732 -3.9970  0.083
H 3.0576 -6.5577 -2.7192  0.090
H 1.9292 -3.7132 -2.3055  0.124
H 0.1137 -4.7649 -1.1067  0.122
H 0.7980 -6.3771 -1.3855  0.137
H -1.6418 -4.1734 -2.8613  0.091
H -0.9407 -4.4236 -4.4695  0.091
H -0.0665 -3.4537 -3.2745  0.078
H 2.1066 -4.4086 -0.0526  0.039
H 2.9620 -5.6904 -0.4008  0.093
C 3.9506 0.2068 2.1786  -0.056
C 5.1056 0.3371 1.2173  -0.433
C 5.7774 1.6960 1.3575  -0.222
O 4.8773 2.6762 0.9087  -0.191
C 5.1735 3.9425 1.4501  -0.105
N 6.0169 -0.8216 1.3930  0.033
H 3.2903 1.0653 2.0877  0.070
H 4.3289 0.2147 3.2071  0.099
H 3.3601 -0.6981 2.0383  0.068
H 4.7554 0.2856 0.1772  0.123
H 6.6774 1.7436 0.7216  0.131
H 6.0951 1.8380 2.3999  0.136
H 6.2041 4.2307 1.2075  0.093
H 5.0242 3.9614 2.5325  0.096
H 4.5157 4.6744 0.9841  0.084
H 6.9525 -0.5872 1.0637  0.081
H 6.1383 -1.0193 2.3838  0.082


For each record above, in turn, the calculated Kohn-Sham gap values are 0.3924, 0.3924, 0.3314, 0.3158 hartree.
For each record above, in turn, the calculated LUMO level values are 0.82, 0.57, 0.49, -2.58 eV.
For each record above, in turn, the calculated energy above the lowest of the compared OMol25 structures with the same formula, charge and spin values are 0.189, 5.190, 1.758, 0.000 eV.